{"formula": "H24O12", "method": "ωB97M-V/def2-TZVPD", "elements": ["H", "H", "H", "H", "H", "H", "H", "H", "H", "H", "H", "H", "H", "H", "H", "H", "H", "H", "H", "H", "H", "H", "H", "H", "O", "O", "O", "O", "O", "O", "O", "O", "O", "O", "O", "O"], "coordinates": [[0.66, 0.44, 0.09], [-0.80, 0.82, 0.22], [-0.22, 1.32, 3.30], [0.40, 0.45, 2.22], [0.35, -2.96, -2.16], [0.28, -1.88, -3.23], [1.35, -0.67, 1.05], [2.54, -1.52, 0.64], [-3.37, 0.07, -0.48], [-3.45, 0.83, -1.79], [0.09, -2.23, 0.49], [-0.98, -1.16, 0.54], [1.04, 2.41, 0.43], [0.42, 2.54, 1.81], [0.60, -2.94, 2.28], [2.01, -3.27, 1.81], [3.47, 2.10, -2.37], [3.96, 1.15, -1.29], [1.65, -0.67, -1.24], [2.34, -0.21, -2.51], [-1.06, 2.63, 0.53], [-1.53, 2.64, -0.92], [-5.27, 0.38, -0.33], [-4.95, -0.65, 0.74], [-0.20, 0.31, -0.32], [0.59, 0.84, 3.09], [0.12, -2.03, -2.30], [2.14, -1.09, 1.41], [-3.90, 0.15, -1.29], [-0.31, -1.54, -0.04], [0.53, 3.01, 0.98], [1.49, -2.57, 2.23], [4.11, 2.03, -1.65], [2.37, -0.90, -1.84], [-0.78, 2.39, -0.36], [-5.69, -0.23, 0.29]], "e_above_lowest_kj_mol": 1151.10, "gap_ev": 7.97}